1.
Formula: C70H62As2MoO14P2S
Source: the OMol25 dataset
Level of theory: wB97M-V/def2-TZVPD

Cartesian coordinates (Å):
Mo1 -0.15 0.25 -0.21
O1 2.91 1.33 2.20
C1 2.27 0.57 1.53
O2 0.98 0.66 1.34
C2 2.92 -0.69 0.90
C3 1.97 -1.89 0.97
C4 2.74 -3.19 0.69
C5 2.94 -3.10 -0.84
C6 2.27 -1.76 -1.14
O3 1.17 -1.73 -0.22
C7 3.17 -0.61 -0.62
C8 2.73 0.69 -1.30
O4 3.51 1.34 -1.95
O5 1.46 0.94 -1.23
H1 3.85 -0.85 1.45
H2 1.33 -1.92 1.84
H3 2.14 -4.06 0.95
H4 3.67 -3.23 1.24
H5 2.43 -3.91 -1.36
H6 3.99 -3.10 -1.13
H7 1.91 -1.63 -2.16
H8 4.22 -0.76 -0.88
O6 -3.08 -1.28 0.17
S1 -1.82 -1.60 -0.46
C9 -2.23 -2.60 -1.91
C10 -3.13 -3.61 -1.63
C11 -3.40 -4.66 -2.53
C12 -2.71 -4.68 -3.71
C13 -2.69 -5.67 -4.84
C14 -1.79 -5.02 -5.92
C15 -1.29 -3.75 -5.30
C16 -0.46 -2.77 -5.77
C17 -0.24 -1.64 -4.96
C18 -0.75 -1.49 -3.68
P1 -0.64 0.12 -2.81
C19 -2.04 0.95 -3.68
C20 -3.13 1.44 -2.97
C21 -4.07 2.24 -3.61
C22 -3.95 2.51 -4.96
C23 -2.90 1.96 -5.68
C24 -1.95 1.18 -5.05
C25 0.68 1.06 -3.66
C26 1.84 0.49 -4.19
C27 2.79 1.30 -4.79
C28 2.61 2.67 -4.84
C29 1.48 3.24 -4.27
C30 0.52 2.44 -3.68
C31 -1.58 -2.52 -3.16
C32 -1.85 -3.61 -4.02
C33 -1.19 -3.00 0.50
C34 -0.58 -4.07 -0.10
C35 -0.34 -5.28 0.58
C36 -0.82 -5.41 1.86
C37 -0.86 -6.57 2.81
C38 -1.59 -6.03 4.07
C39 -1.84 -4.58 3.78
C40 -2.39 -3.56 4.52
C41 -2.38 -2.27 3.98
C42 -1.96 -1.97 2.70
P2 -1.69 -0.21 2.24
C43 -0.64 0.16 3.73
C44 0.38 -0.74 4.02
C45 1.27 -0.52 5.05
C46 1.15 0.62 5.84
C47 0.09 1.48 5.61
C48 -0.79 1.26 4.56
C49 -3.32 0.50 2.69
C50 -3.46 1.86 2.96
C51 -4.67 2.37 3.40
C52 -5.77 1.53 3.54
C53 -5.65 0.19 3.20
C54 -4.44 -0.32 2.77
C55 -1.52 -3.03 1.87
C56 -1.40 -4.30 2.48
H9 -3.63 -3.61 -0.67
H10 -4.11 -5.43 -2.26
H11 -2.28 -6.62 -4.49
H12 -3.69 -5.86 -5.21
H13 -0.97 -5.66 -6.23
H14 -2.37 -4.79 -6.82
H15 0.00 -2.82 -6.74
H16 0.35 -0.85 -5.39
H17 -3.24 1.17 -1.94
H18 -4.89 2.66 -3.05
H19 -4.66 3.16 -5.46
H20 -2.81 2.14 -6.74
H21 -1.13 0.77 -5.62
H22 2.02 -0.57 -4.12
H23 3.67 0.85 -5.21
H24 3.35 3.30 -5.31
H25 1.35 4.32 -4.28
H26 -0.37 2.89 -3.24
H27 -0.29 -4.00 -1.15
H28 0.14 -6.09 0.06
H29 -1.37 -7.42 2.37
H30 0.16 -6.89 3.05
H31 -2.53 -6.55 4.23
H32 -0.99 -6.16 4.97
H33 -2.77 -3.72 5.51
H34 -2.72 -1.45 4.61
H35 0.46 -1.66 3.46
H36 2.06 -1.23 5.24
H37 1.84 0.80 6.64
H38 -0.05 2.35 6.24
H39 -1.61 1.95 4.44
H40 -2.65 2.55 2.78
H41 -4.75 3.42 3.62
H42 -6.71 1.93 3.88
H43 -6.51 -0.46 3.27
H44 -4.37 -1.36 2.49
C57 -5.57 1.70 -0.14
O7 -4.59 2.73 -0.22
C58 -3.34 2.43 0.06
O8 -2.92 1.29 0.24
C59 -2.38 3.53 -0.05
C60 -2.74 4.82 -0.06
As1 -1.77 6.35 -0.80
C61 -2.40 5.95 -2.64
C62 0.01 5.53 -1.01
C63 0.44 4.28 -0.84
As2 -0.54 2.81 0.02
C64 -0.12 3.35 1.85
C65 1.88 3.91 -0.87
O9 2.27 3.08 -0.07
O10 2.62 4.56 -1.74
C66 4.04 4.34 -1.70
C67 0.85 6.68 -1.44
O11 0.48 7.41 -2.33
O12 1.90 6.89 -0.66
C68 2.64 8.09 -0.88
C69 -4.06 5.26 0.48
O13 -4.51 4.85 1.51
O14 -4.58 6.25 -0.24
C70 -5.80 6.79 0.26
H45 -6.18 1.87 0.75
H46 -5.10 0.72 -0.09
H47 -6.20 1.78 -1.03
H48 -3.45 6.22 -2.72
H49 -2.25 4.89 -2.87
H50 -1.82 6.57 -3.32
H51 -0.54 4.33 2.09
H52 0.97 3.37 1.96
H53 -0.49 2.59 2.54
H54 4.48 5.16 -2.26
H55 4.27 3.37 -2.15
H56 4.39 4.33 -0.67
H57 3.55 8.00 -0.29
H58 2.05 8.95 -0.54
H59 2.88 8.21 -1.94
H60 -6.59 6.03 0.22
H61 -6.04 7.64 -0.38
H62 -5.67 7.11 1.29

Properties
Spin multiplicity: 3
Total charge: +2
Electronic energy in eV: -255193.730



2.
Formula: C2H9N2O
Source: the OMol25 dataset
Level of theory: wB97M-V/def2-TZVPD

Cartesian coordinates (Å):
C1 -1.90 0.88 0.35
N1 -0.79 1.46 -0.49
H1 -2.00 -0.20 0.16
H2 -1.64 1.01 1.40
H3 -2.83 1.57 0.12
H4 0.17 1.41 -0.02
H5 -1.05 2.42 -0.96
H6 -0.73 0.77 -1.32
C2 2.03 -1.19 -0.33
N2 1.59 -2.02 0.62
O1 1.20 -0.44 -0.91
H7 3.09 -1.18 -0.77
H8 2.23 -2.73 1.10
H9 0.63 -1.77 1.06

Properties
Total charge: +1
Electronic energy in eV: -7240.696



3.
Formula: C30H36N7O4STl
Source: the OMol25 dataset
Level of theory: wB97M-V/def2-TZVPD

Cartesian coordinates (Å):
Tl1 -0.74 0.06 0.13
C1 -1.60 3.95 0.24
N1 -0.55 3.18 -0.44
C2 -0.66 3.26 -1.90
C3 -0.09 2.07 -2.66
C4 0.92 2.25 -3.60
C5 1.34 1.17 -4.36
C6 0.75 -0.06 -4.16
C7 -0.23 -0.17 -3.19
N2 -0.64 0.86 -2.46
C8 0.78 3.64 -0.02
C9 1.22 3.23 1.36
C10 2.51 3.56 1.77
C11 2.94 3.18 3.03
C12 2.06 2.50 3.86
C13 0.81 2.20 3.37
N3 0.39 2.55 2.15
C14 -2.99 3.44 -0.07
C15 -4.01 4.31 -0.42
C16 -5.26 3.79 -0.74
C17 -5.44 2.42 -0.71
C18 -4.36 1.63 -0.33
N4 -3.18 2.13 -0.02
H1 -1.54 5.02 -0.03
H2 -1.42 3.84 1.31
H3 -0.17 4.17 -2.27
H4 -1.72 3.31 -2.15
H5 1.38 3.22 -3.71
H6 2.13 1.29 -5.09
H7 1.05 -0.92 -4.74
H8 -0.70 -1.12 -2.96
H9 0.85 4.74 -0.09
H10 1.50 3.22 -0.72
H11 3.18 4.07 1.09
H12 3.95 3.41 3.36
H13 2.36 2.19 4.86
H14 0.09 1.65 3.97
H15 -3.84 5.38 -0.44
H16 -6.07 4.45 -1.03
H17 -6.39 1.97 -0.98
H18 -4.45 0.55 -0.27
O1 3.08 1.71 -1.27
N5 3.01 0.74 -0.49
O2 4.01 0.29 0.08
O3 1.88 0.18 -0.28
N6 -4.24 -4.55 5.72
C19 -3.92 -3.87 4.85
C20 -3.53 -3.04 3.76
C21 -2.93 -3.59 2.63
C22 -2.59 -2.73 1.59
N7 -2.82 -1.43 1.63
C23 -3.37 -0.90 2.72
C24 -3.74 -1.66 3.82
H19 -2.74 -4.65 2.57
H20 -2.11 -3.10 0.69
H21 -3.52 0.17 2.70
H22 -4.19 -1.21 4.69
C25 3.41 -3.31 -3.93
C26 3.28 -4.32 -2.79
C27 1.94 -4.19 -2.07
S1 1.77 -2.52 -1.28
O4 0.31 -2.44 -0.97
C28 2.61 -2.99 0.29
C29 1.63 -3.50 1.33
C30 2.22 -3.42 2.74
H23 4.34 -3.46 -4.48
H24 3.41 -2.29 -3.55
H25 2.58 -3.41 -4.63
H26 4.10 -4.17 -2.08
H27 3.37 -5.33 -3.19
H28 1.81 -4.96 -1.31
H29 1.11 -4.25 -2.78
H30 3.09 -2.08 0.63
H31 3.39 -3.72 0.04
H32 1.34 -4.53 1.10
H33 0.73 -2.89 1.27
H34 3.14 -4.00 2.82
H35 1.51 -3.79 3.47
H36 2.46 -2.38 2.98

Properties
Electronic energy in eV: -65840.254



4.
Formula: C41H45F8N6O19P4S2SbSr
Source: the OMol25 dataset
Level of theory: wB97M-V/def2-TZVPD

Cartesian coordinates (Å):
Sr1 -0.49 -0.97 0.36
N1 1.73 -3.95 -1.21
C1 1.03 -4.56 0.03
C2 1.33 -6.03 0.21
P1 1.56 -3.49 1.44
O1 3.14 -3.84 1.47
O2 0.95 -3.89 2.72
O3 1.41 -2.10 0.85
P2 -0.79 -4.23 -0.32
O4 -1.52 -4.18 1.11
O5 -1.39 -5.33 -1.11
O6 -0.68 -2.84 -0.93
H1 2.63 -3.52 -0.99
H2 1.12 -3.19 -1.57
H3 1.85 -4.63 -1.95
H4 2.41 -6.22 0.22
H5 0.85 -6.62 -0.58
H6 0.92 -6.35 1.16
H7 3.43 -4.00 2.37
H8 -1.15 -3.59 1.80
C3 -0.03 4.12 -0.81
C4 -0.70 3.98 0.55
O7 -1.69 5.00 0.73
P3 -1.47 2.34 0.70
O8 -2.04 2.30 2.18
O9 -2.76 2.41 -0.21
O10 -0.55 1.21 0.35
P4 0.45 4.09 1.99
O11 1.19 5.52 1.79
O12 -0.53 4.19 3.14
O13 1.46 3.01 1.93
H9 -0.78 4.11 -1.61
H10 0.67 3.30 -0.98
H11 0.52 5.06 -0.86
H12 -1.93 4.98 1.67
H13 -1.51 2.89 2.79
H14 -3.46 1.75 0.02
H15 0.59 6.22 2.04
C5 -8.49 -1.71 0.45
C6 -7.28 -1.03 -0.18
S1 -7.79 -0.11 -1.60
O14 -8.70 0.93 -1.16
O15 -8.24 -1.05 -2.61
C7 -6.29 0.65 -2.12
C8 -5.45 -0.23 -3.07
N2 -4.03 -0.08 -2.78
C9 -3.30 -0.89 -1.98
N3 -2.07 -0.42 -1.80
C10 -1.98 0.72 -2.53
C11 -3.17 0.95 -3.14
N4 -3.53 2.07 -3.94
O16 -2.65 2.85 -4.24
O17 -4.70 2.18 -4.30
C12 -3.78 -2.18 -1.39
H16 -8.18 -2.29 1.32
H17 -8.99 -2.37 -0.26
H18 -9.22 -0.96 0.77
H19 -6.54 -1.76 -0.53
H20 -6.79 -0.32 0.48
H21 -5.74 0.85 -1.20
H22 -6.59 1.59 -2.58
H23 -5.64 0.06 -4.10
H24 -5.71 -1.27 -2.98
H25 -1.08 1.31 -2.58
H26 -3.87 -2.07 -0.31
H27 -3.04 -2.95 -1.59
H28 -4.74 -2.50 -1.81
F1 4.92 1.38 -7.49
C13 4.23 0.92 -6.44
C14 3.56 1.79 -5.60
F2 3.63 3.11 -5.84
C15 2.84 1.31 -4.52
F3 2.23 2.23 -3.76
C16 2.71 -0.04 -4.23
S2 1.75 -0.63 -2.90
C17 3.43 -0.88 -5.09
F4 3.42 -2.22 -4.89
C18 4.16 -0.43 -6.17
F5 4.81 -1.29 -6.97
F6 3.85 0.16 6.93
C19 3.64 0.27 5.59
C20 4.01 1.44 4.96
C21 3.80 1.55 3.58
C22 3.23 0.51 2.84
C23 2.84 -0.63 3.54
C24 3.05 -0.77 4.92
Sb1 2.91 0.65 0.68
C25 4.41 -0.92 0.37
C26 4.38 -1.72 -0.78
C27 5.29 -2.76 -0.97
C28 6.24 -2.99 0.00
F7 7.12 -4.01 -0.17
C29 6.33 -2.21 1.13
C30 5.41 -1.17 1.30
C31 4.45 2.19 0.36
C32 4.29 3.53 0.74
C33 5.30 4.48 0.57
C34 6.48 4.08 -0.02
F8 7.48 4.99 -0.17
C35 6.68 2.79 -0.46
C36 5.66 1.86 -0.28
H29 4.44 2.25 5.53
H30 4.08 2.47 3.09
H31 2.34 -1.45 3.03
H32 2.74 -1.66 5.45
H33 3.66 -1.50 -1.57
H34 5.28 -3.37 -1.87
H35 7.11 -2.40 1.86
H36 5.50 -0.55 2.19
H37 3.36 3.85 1.19
H38 5.17 5.50 0.88
H39 7.61 2.52 -0.94
H40 5.82 0.86 -0.64
C37 -5.45 1.51 3.08
N5 -4.39 0.52 2.94
C38 -3.69 0.14 4.05
C39 -2.59 -0.61 3.98
C40 -2.10 -0.96 2.67
O18 -1.02 -1.59 2.51
N6 -2.83 -0.61 1.57
C41 -3.94 0.14 1.68
O19 -4.57 0.55 0.67
H41 -6.18 1.17 3.81
H42 -5.93 1.64 2.12
H43 -5.03 2.47 3.39
H44 -4.09 0.50 4.99
H45 -2.02 -0.90 4.86

Properties
Total charge: -2
Electronic energy in eV: -179047.310



5.
Formula: C5H12N
Source: the OMol25 dataset
Level of theory: wB97M-V/def2-TZVPD

Cartesian coordinates (Å):
C1 4.54 0.33 1.21
C2 0.03 0.69 -0.38
N1 1.32 0.64 -0.46
C3 -3.31 -0.92 0.40
C4 -2.36 -0.21 -0.66
C5 -0.95 -0.35 -0.58
H1 4.79 1.23 0.65
H2 3.59 -0.13 0.88
H3 4.46 0.41 2.30
H4 5.33 -0.41 1.18
H5 -3.43 -1.94 0.06
H6 -0.40 1.68 -0.20
H7 -2.83 -1.02 1.37
H8 -4.24 -0.37 0.53
H9 -2.66 0.82 -0.48
H10 -2.75 -0.43 -1.68
H11 1.56 -0.25 -0.95
H12 -0.58 -1.38 -0.67

Properties
Total charge: +1
Electronic energy in eV: -6858.905



6.
Formula: C27H29F3NO8S
Source: the OMol25 dataset
Level of theory: wB97M-V/def2-TZVPD

Cartesian coordinates (Å):
C1 -4.06 -3.16 -1.64
C2 -2.95 -2.08 -1.19
C3 -3.18 -0.52 -1.27
C4 -4.55 0.11 -1.81
C5 -5.46 0.80 -0.68
O1 -6.47 -0.10 -0.14
C6 -6.30 1.97 -1.44
F1 -7.02 1.31 -2.50
F2 -5.49 2.94 -2.07
F3 -7.17 2.68 -0.55
C7 -1.96 0.36 -0.82
C8 -0.60 -0.27 -0.32
C9 -0.36 -1.82 -0.24
C10 0.99 -2.51 0.22
C11 0.87 -3.40 1.55
C12 2.33 -3.93 2.05
C13 3.11 -2.87 2.98
N1 3.45 -3.55 4.28
C14 2.74 -3.41 5.54
C15 3.27 -4.24 6.73
C16 4.52 -4.93 6.06
C17 4.55 -4.46 4.58
C18 -1.59 -2.70 -0.70
C19 -1.42 -4.30 -0.70
O2 -1.89 -5.02 0.24
O3 -0.77 -4.93 -1.76
C20 0.59 0.75 0.07
O4 1.37 0.59 1.04
C21 0.66 2.07 -0.88
C22 2.08 2.66 -1.31
C23 2.03 3.65 -2.58
C24 3.41 4.54 -2.64
C25 2.98 5.97 -3.28
S1 2.32 7.17 -2.01
O5 3.38 7.75 -1.12
O6 1.72 8.32 -2.81
O7 1.05 6.53 -1.11
C26 -0.58 2.64 -1.30
C27 -2.00 1.97 -0.88
O8 -3.00 2.67 -0.59
H1 -4.89 -2.72 -2.28
H2 -3.49 -3.90 -2.33
H3 -4.41 -3.71 -0.71
H4 -5.23 -0.68 -2.32
H5 -4.26 0.84 -2.66
H6 -4.88 1.21 0.22
H7 -6.24 -1.03 -0.34
H8 1.37 -3.19 -0.64
H9 1.85 -1.76 0.41
H10 0.38 -2.84 2.43
H11 0.24 -4.36 1.40
H12 2.10 -4.85 2.73
H13 2.95 -4.33 1.17
H14 2.38 -2.02 3.25
H15 4.04 -2.52 2.42
H16 1.84 -2.71 5.54
H17 2.88 -4.32 7.80
H18 5.25 -5.65 6.58
H19 5.34 -4.85 3.85
H20 2.72 1.76 -1.65
H21 2.61 3.13 -0.40
H22 1.18 4.42 -2.53
H23 1.89 3.03 -3.53
H24 4.21 4.01 -3.27
H25 3.74 4.68 -1.56
H26 2.15 5.81 -4.05
H27 3.84 6.49 -3.81
H28 0.53 7.27 -0.70
H29 -0.66 3.55 -1.99

Properties
SMILES: Cc1c(C[C@H](O)C(F)(F)F)c2c(c(CCCCn3cccc3)c1C(=O)[O-])C(=O)C(CCCCS(=O)(=O)O)=CC2=O
Total charge: -1
Electronic energy in eV: -65316.668



7.
Formula: C4H7NO
Source: the OMol25 dataset
Level of theory: wB97M-V/def2-TZVPD

Cartesian coordinates (Å):
C1 -1.57 -0.07 -0.49
C2 -0.45 -0.20 0.54
N1 0.69 -1.07 0.05
C3 1.42 0.19 -0.48
C4 0.62 0.87 0.60
O1 0.99 1.55 1.53
H1 -2.27 -0.90 -0.43
H2 -1.18 -0.04 -1.51
H3 -2.13 0.86 -0.30
H4 -0.84 -0.44 1.53
H5 1.13 -1.45 0.89
H6 1.09 0.30 -1.51
H7 2.50 0.40 -0.44

Properties
SMILES: C[C@H]1NCC1=O
Electronic energy in eV: -7797.506



> What is the electronic energy in the fifth record?

-6858.905 eV



> Look up the electronic energy of the fifth one.

-6858.905 eV



> Which formula does entry 7 have?

C4H7NO